1.
Here is a cluster of 6 separate species, C15H39Br6O12P3 in total from the OMol25 dataset. Energies are from the ωB97M-V functional and the def2-TZVPD basis.

```
! wB97M-V def2-TZVPD RIJCOSX def2/J DEFGRID3
* xyz 0 1
C -1.47149 3.57478 -0.55208
O -2.18320 2.58351 0.37409
P -2.86118 1.25880 -0.09949
O -2.11506 -0.01863 -0.21526
O -4.12926 1.15515 0.84214
C -4.91680 2.28857 1.13310
O -3.45465 1.66504 -1.45786
C -4.02487 0.77983 -2.40997
H -2.26515 4.16194 -0.98369
H -0.84496 3.05977 -1.21954
H -0.96098 4.21448 0.18112
H -5.33013 2.25509 2.16455
H -5.78870 2.21723 0.47298
H -4.37289 3.20992 0.90671
H -4.98495 0.47097 -2.11934
H -3.38782 -0.14050 -2.30484
H -3.93459 1.31797 -3.38836
C -0.94470 -0.99366 -3.00790
O -1.17775 -0.25780 -4.21833
P -0.15333 0.98904 -4.41524
O -0.08408 1.91657 -3.30182
O -0.68340 1.59720 -5.81303
C -2.02659 2.11888 -5.83423
O 1.24198 0.34618 -4.72575
C 1.57804 -0.51058 -5.79702
H -1.83123 -1.65833 -2.87407
H -0.65781 -0.36276 -2.15879
H -0.00706 -1.57362 -3.09018
H -1.98378 3.16749 -5.55553
H -2.63593 1.47607 -5.22549
H -2.10734 2.10962 -6.92274
H 1.82135 -0.06011 -6.81008
H 0.77682 -1.30237 -5.70260
H 2.58603 -0.95879 -5.47919
C -0.68485 -3.31504 6.52760
O -0.58962 -3.21737 5.02567
P 0.43372 -2.18558 4.41868
O 0.43586 -0.89373 5.09312
O 0.06628 -2.05200 2.87739
C -1.02506 -1.13271 2.60188
O 1.89437 -2.94660 4.39034
C 2.83449 -2.78694 5.46010
H -1.28414 -2.52561 6.87804
H 0.30071 -3.29607 6.94230
H -1.20579 -4.32942 6.65471
H -1.85040 -1.19838 3.36305
H -1.37714 -1.50966 1.70878
H -0.70002 -0.06359 2.61397
H 3.83205 -2.91104 5.10033
H 2.62035 -3.49064 6.22745
H 2.78932 -1.76523 5.84894
Br 5.82472 -4.00895 -0.69278
C 6.18004 -2.77918 -2.20589
C 5.64865 -3.28044 -3.52283
Br 6.12713 -1.98011 -4.92816
H 7.24486 -2.73915 -2.31038
H 5.72627 -1.81252 -2.04670
H 4.52047 -3.31844 -3.54347
H 6.00873 -4.26015 -3.79712
Br -1.89687 1.39251 5.86912
C -0.42908 2.29839 4.99026
C -0.98805 3.24472 3.94687
Br 0.44171 4.18837 3.17398
H 0.26370 1.60834 4.57337
H 0.10346 2.83282 5.80817
H -1.69063 3.94116 4.45247
H -1.59755 2.75744 3.18250
Br 2.66488 -1.25876 -2.30840
C 2.32646 0.33046 -1.25798
C 1.44017 -0.00859 0.00659
Br 1.18763 1.68940 0.98754
H 1.81546 1.00999 -1.93410
H 3.26655 0.68915 -0.93417
H 2.12228 -0.61086 0.64550
H 0.51435 -0.40299 -0.27901
*
```

**HOMO-LUMO gap**: 10.312 eV
**Energy relative to the best compared isomer or geometry (same formula, charge and spin)**: 95.6 kJ/mol
**HOMO energy**: -9.758 eV
**SMILES**: COP(=O)(OC)OC.COP(=O)(OC)OC.COP(=O)(OC)OC.BrCCBr.BrCCBr.BrCCBr



2.
Here is a structure of composition C6H9CeCl2NdO6P from the OMol25 dataset. Energies are from the ωB97M-V functional and the def2-TZVPD basis.

```
! wB97M-V def2-TZVPD RIJCOSX def2/J DEFGRID3
* xyz 4 5
Nd -0.10378 -0.50957 -6.91190
Ce -0.17642 -1.25118 0.03186
Cl -0.99614 1.79142 -6.59195
Cl 1.89400 -2.65727 -0.18183
C -1.08349 -2.72861 1.45404
C -0.66339 -0.07686 -9.09932
C 0.35163 -2.65028 -8.24114
O -1.23875 -3.57225 2.25548
O -0.89773 -0.02118 -10.24955
O 0.56064 -3.60982 -8.84695
C -2.07732 1.67571 3.60552
O -0.70040 1.62010 3.15409
P -0.20477 0.66493 1.95814
O 0.97053 1.41011 1.03525
C 1.99803 2.30597 1.53476
O 0.96568 -0.35173 2.65029
C 0.53054 -1.07182 3.85541
H -2.52814 0.68732 3.77962
H -2.68962 2.23071 2.88596
H -2.05890 2.21419 4.55546
H 1.94955 3.21077 0.92581
H 1.85300 2.59637 2.58498
H 3.00937 1.86436 1.40478
H 0.72381 -0.42032 4.72674
H -0.53385 -1.37379 3.80534
H 1.14590 -1.97726 3.91913
*
```

**HOMO-LUMO gap (alpha / beta)**: 6.044 / 6.543 eV
**Energy relative to the best compared isomer or geometry (same formula, charge and spin)**: 130.5 kJ/mol
**HOMO energy (alpha / beta)**: -21.290 / -21.283 eV



3.
Here is a cluster of 2 separate species, C14H16O2 in total from the OMol25 dataset. Energies are from the ωB97M-V functional and the def2-TZVPD basis.

```
! wB97M-V def2-TZVPD RIJCOSX def2/J DEFGRID3
* xyz 0 1
C 1.86442 2.68690 1.10398
C -0.69519 2.78208 0.86307
C 0.45949 2.09878 1.14481
C -1.95559 2.18531 0.95947
C -2.01286 0.90378 1.49506
C 0.39850 0.80574 1.66500
C -0.86026 0.24340 1.88159
O -3.23705 0.30114 1.48742
H -0.63696 3.78318 0.45565
H -2.74687 2.59093 0.34575
H 2.53882 2.09873 0.51428
H 2.21826 2.67514 2.13154
H 1.22845 0.29117 2.09992
H -3.36328 -0.38560 2.14425
H -0.80290 -0.64735 2.49148
H 1.87540 3.75163 0.87458
C 3.37752 -2.36808 -0.63842
C -0.37251 -2.33261 -1.20289
C -0.59146 -1.02391 -1.59395
C 0.91572 -2.80922 -0.95815
C 1.99517 -1.94231 -1.00926
C 0.50611 -0.19082 -1.78585
C 1.77826 -0.66812 -1.52510
O -1.87158 -0.74511 -1.93941
H -1.13281 -3.10167 -1.24734
H 1.01028 -3.87140 -0.77425
H 0.29407 0.85294 -1.99318
H -2.04457 0.18014 -2.11302
H 3.51354 -2.63761 0.41511
H 4.17770 -1.63476 -0.75450
H 2.61198 0.02293 -1.50165
H 3.68224 -3.27076 -1.17309
*
```

**HOMO-LUMO gap**: 9.039 eV
**Energy relative to the best compared isomer or geometry (same formula, charge and spin)**: 76.7 kJ/mol
**HOMO energy**: -8.213 eV
**SMILES**: Cc1ccc(O)cc1.Cc1ccc(O)cc1



4.
Here is a cluster of 2 separate species, CH2F3PS in total from the OMol25 dataset. Energies are from the ωB97M-V functional and the def2-TZVPD basis.

```
! wB97M-V def2-TZVPD RIJCOSX def2/J DEFGRID3
* xyz 0 1
C -1.53503 0.56255 -0.24727
F -2.02186 0.40303 0.99240
F -0.76882 1.66443 -0.27559
F -2.50844 0.78991 -1.10263
P 2.67218 -0.27758 0.79123
S -0.48897 -0.82552 -0.73020
H 2.22505 -0.66550 -0.55244
H 2.42588 -1.65133 1.12450
*
```

**HOMO-LUMO gap (alpha / beta)**: 8.834 / 6.364 eV
**Energy relative to the best compared isomer or geometry (same formula, charge and spin)**: 244.1 kJ/mol
**HOMO energy (alpha / beta)**: -10.554 / -9.383 eV



5.
Here is a structure of composition C15H32EuNO2P2 from the OMol25 dataset. Energies are from the ωB97M-V functional and the def2-TZVPD basis.

```
! wB97M-V def2-TZVPD RIJCOSX def2/J DEFGRID3
* xyz 1 8
Eu 0.58144 1.27303 -0.45375
P 2.20531 -1.05713 0.33517
C 2.31176 -1.41464 -1.47774
C 1.00994 -1.66368 -2.21108
N -0.09343 -1.00824 -1.79293
C -1.27418 -1.33310 -2.36748
C -1.34886 -2.17619 -3.47086
C -0.18182 -2.73352 -3.97838
C 1.01743 -2.48940 -3.32749
C -2.55279 -0.73586 -1.81094
P -2.32339 0.75052 -0.75154
H 1.97586 -2.90222 -3.64728
H -2.32959 -2.33766 -3.91712
H -0.20826 -3.33673 -4.86713
H -3.20560 -0.44318 -2.64356
H -3.12062 -1.50277 -1.25326
H 2.88088 -0.60611 -1.98875
H 2.94517 -2.30695 -1.53251
H 1.57646 4.06185 -2.26636
O 1.90754 3.23374 -2.68930
H 2.40824 3.61370 -3.44419
H -1.20292 4.70403 -0.03014
O -0.98415 5.15090 -0.87885
H -1.35903 6.03985 -0.74573
C -2.60176 1.99352 -2.09378
H -3.61562 1.83578 -2.48758
H -2.50453 3.01652 -1.70788
H -1.87511 1.91349 -2.91766
C -3.97208 0.85811 0.06061
H -4.00644 1.75871 0.69394
H -4.77516 0.90954 -0.69469
H -4.14995 0.00740 0.73636
C 2.37674 -2.77717 0.97715
H 3.34202 -3.18739 0.63225
H 2.34895 -2.78515 2.07953
H 1.55426 -3.43516 0.65218
C 3.92913 -0.49719 0.63679
H 4.05107 -0.24092 1.69721
H 4.60440 -1.32366 0.36884
H 4.18688 0.40954 0.07282
C -1.56615 0.12372 3.42701
C -0.69272 1.39091 3.32645
C -0.35354 1.88599 4.75930
C 0.50389 1.21485 2.44865
H -1.02550 -0.72593 3.86909
H -1.92569 -0.15963 2.42971
H -2.43882 0.34453 4.05958
H -1.34620 2.18388 2.90852
H 0.25901 1.16894 5.33209
H 0.18535 2.84360 4.71492
H -1.30566 2.04861 5.28792
H 1.08611 2.14411 2.29777
H 1.11392 0.35523 2.75820
*
```

**HOMO-LUMO gap (alpha / beta)**: 5.413 / 5.462 eV
**HOMO energy (alpha / beta)**: -8.313 / -8.338 eV



no.,F_max (hartree/bohr)
1,0.0735
2,0.2409
3,0.0454
4,0.0334
5,0.0475